No. 1
Entry from OMol25: a cluster of 3 separate species, C14H27BN4O4 in total (ωB97M-V with the def2-TZVPD basis set).

## Properties
**Orbital gap**: 5.47 eV
**ΔE to the lowest compared entry with this formula, charge and spin**: 1077.0 kJ/mol
**Structure (SMILES)**: C=CB(CCCCn1cccc1)NCC.C[N+](=O)[O-].C[N+](=O)[O-]
**Energy**: -29772.844 eV

ORCA input file:
```
! wB97M-V def2-TZVPD RIJCOSX def2/J DEFGRID3
* xyz 0 1
O 0.4780 2.9801 -3.1219
O -5.6527 -2.8729 4.3354
O 1.2636 1.3720 -4.3214
O -4.7573 -4.7890 3.9266
N -3.0817 0.4528 0.5912
N 3.8707 -0.2047 0.6098
N 1.2695 2.5129 -3.9146
N -5.0373 -3.6456 3.6317
C -5.2263 0.3237 1.1490
C -4.5827 -3.1633 2.2996
C 0.6009 0.7919 -0.3540
C -0.8136 0.1981 -0.4669
C 1.6907 -0.1013 -1.0169
C 2.3298 3.4289 -4.4188
C 5.6438 1.4938 0.5658
C -5.1289 0.4875 -0.2535
C -3.8008 0.5488 -0.5697
C 4.7055 0.6191 -0.2634
C -1.6354 0.5252 0.7733
C 3.0341 -2.9975 1.1532
C -3.9444 0.3124 1.6343
C 2.1184 -2.0810 0.7300
B 2.6130 -0.7717 0.0963
H 3.7510 0.2439 1.5074
H 6.1072 0.9066 1.3600
H -1.2824 0.6374 -1.3473
H 3.4206 -3.7661 0.4724
H 6.4134 1.9598 -0.0485
H -5.9494 0.5678 -0.9476
H -1.3948 1.5554 1.0579
H 5.3230 -0.0318 -0.8875
H 1.2009 -0.9092 -1.5622
H -3.3339 0.6623 -1.5317
H 1.0428 -2.1586 0.8734
H 3.4752 -2.9946 2.1616
H 5.0652 2.2896 1.0439
H -0.7483 -0.8826 -0.6078
H -4.8986 -2.1373 2.1615
H 2.9542 2.8765 -5.1100
H 4.1142 1.2880 -0.8981
H 2.2552 0.4645 -1.7592
H 1.8314 4.2615 -4.9054
H -1.3536 -0.1198 1.6059
H 2.8930 3.7742 -3.5573
H 0.6055 1.7855 -0.8043
H -6.1296 0.2263 1.7298
H -3.5004 -3.2489 2.2759
H -5.0300 -3.8128 1.5529
H 0.8541 0.9232 0.7037
H -3.6428 0.2191 2.6658
*
```


No. 2
Entry from OMol25: a structure of composition C2H9N2O2P at a distorted geometry (ωB97M-V with the def2-TZVPD basis set).

## Properties
**Orbital gap**: 8.42 eV
**ΔE to the lowest compared entry with this formula, charge and spin**: 306.7 kJ/mol
**Energy**: -18582.253 eV

ORCA input file:
```
! wB97M-V def2-TZVPD RIJCOSX def2/J DEFGRID3
* xyz 0 1
P 1.7891 1.3871 0.2351
O 0.3947 1.9453 1.0330
O 1.5503 2.4860 -0.8637
N -0.7986 0.4970 -0.9159
N 0.4274 -0.1235 -0.8379
C -0.7030 -2.0637 0.1766
C 0.3272 -1.0359 0.3339
H 0.1344 -0.4969 1.2391
H -0.9250 1.1571 -1.6795
H 1.2494 -1.5451 0.3468
H -0.9246 -2.5448 1.1225
H -0.0101 1.2809 1.5816
H 0.5895 2.6612 -1.0252
H -1.5884 -1.6846 -0.3022
H -0.3739 -2.8890 -0.3904
H -1.1385 0.9688 -0.0538
*
```


No. 3
Entry from OMol25: an isolated molecule of C5H7NO2 at a distorted geometry (ωB97M-V with the def2-TZVPD basis set).

## Properties
**Orbital gap (alpha / beta)**: 7.63 / 7.63 eV
**ΔE to the lowest compared entry with this formula, charge and spin**: 483.9 kJ/mol
**Energy**: -10878.602 eV

ORCA input file:
```
! wB97M-V def2-TZVPD RIJCOSX def2/J DEFGRID3
* xyz 0 1
O 0.8709 -0.6712 -1.0211
O 1.4450 1.5750 -0.5746
N -1.4125 1.9176 0.1505
C -1.2537 -0.4187 -0.5223
C -1.7586 -1.5967 -0.7381
C 1.3437 0.0227 1.2713
C -0.8742 0.8019 -0.0739
C 0.9348 0.5647 -0.0873
H 1.3047 0.8242 2.0079
H -0.6824 2.6142 0.3380
H 2.3662 -0.3465 1.1877
H -2.8307 -1.7282 -0.6094
H 1.0091 -0.3078 -1.9089
H 0.6976 -0.7951 1.5897
H -1.1599 -2.4562 -1.0094
*
```


No. 4
Entry from OMol25: an isolated molecule of C37H53NO8 at a distorted geometry (ωB97M-V with the def2-TZVPD basis set).

## Properties
**Orbital gap**: 9.21 eV
**ΔE to the lowest compared entry with this formula, charge and spin**: 0.6 kJ/mol
**Energy**: -57096.608 eV

ORCA input file:
```
! wB97M-V def2-TZVPD RIJCOSX def2/J DEFGRID3
* xyz 0 1
O 1.6849 2.2626 -0.3360
O 4.1279 3.3152 -5.6255
O 2.4916 3.8846 -1.6603
O -0.4302 0.7610 0.4730
O 1.2146 1.2150 -2.9195
O -1.1214 1.2371 2.6304
O 4.0368 0.6244 -4.9053
O 2.3268 -1.9934 1.4890
N 1.1563 -2.0600 2.2449
C -1.3529 1.6117 -0.2008
C 0.1416 -3.4799 -3.1034
C -2.8868 0.0577 3.6907
C 0.2756 -1.8819 -1.1042
C 2.6006 0.9858 -3.0341
C -5.2073 -1.6836 5.2374
C 3.7523 2.9128 -4.3353
C 3.3758 1.6250 -1.8292
C 2.4888 2.7435 -1.2896
C -1.8294 -2.1168 -2.3627
C -2.7637 -0.3523 -0.8332
C -0.6299 2.8803 -0.6953
C -5.3122 -0.7029 4.0641
C -0.5469 -2.8505 -1.8977
C -3.5294 -2.6768 -0.5772
C -2.7192 0.9465 4.8869
C -5.8809 0.6394 4.5265
C 2.7297 -3.2910 1.1151
C -1.6594 -0.0672 2.8188
C 2.3599 -1.4802 -2.4793
C 1.4343 -1.2825 -1.3686
C 0.3727 2.7609 1.6028
C 1.1172 0.4096 2.2435
C 6.2220 3.3750 -3.7888
C -2.6909 -1.6170 -1.2343
C -0.0433 1.2761 1.7225
C -3.9881 -0.6035 3.3488
C 0.6274 -0.9654 2.5916
C 4.7165 2.1600 -2.2225
C -0.6037 -1.0085 3.4506
C 0.6333 3.1123 0.1424
C 4.9104 2.8017 -3.3672
C 3.0725 1.5349 -4.3903
C -1.9945 0.8251 -1.3476
C -1.1461 -2.4206 3.6247
C 2.9248 -0.4880 -3.1646
C 3.8661 -0.6494 -4.3206
H -4.1781 -3.1564 -1.3099
H -6.1776 -1.8035 5.7143
H 2.1997 1.5774 -5.0596
H -2.8961 -3.4490 -0.1412
H 1.0022 -4.0670 -2.7928
H -3.9367 -1.2058 2.4497
H -0.2277 -1.5640 -0.2008
H 6.0700 4.3742 -4.1914
H -0.5499 -4.1456 -3.6176
H 3.6682 -3.1599 0.5803
H 0.4657 -2.7150 -3.8046
H -0.8490 -3.6575 -1.2176
H -0.3357 -0.5953 4.4309
H 3.4617 -1.3501 -5.0659
H -5.3534 1.0189 5.3950
H -1.2866 3.7456 -0.6075
H 1.2619 2.9503 2.2017
H -0.3774 -3.0584 4.0497
H -3.2267 1.8953 4.7224
H -2.4204 -2.8190 -2.9571
H -4.8701 -2.6575 4.8892
H 2.8832 -3.9226 1.9939
H -0.4426 3.3791 1.9793
H -6.0254 -1.1257 3.3468
H 1.9011 0.3576 1.4903
H -1.6666 1.1639 5.0433
H 0.9087 0.7634 -2.1163
H -2.0136 -2.4131 4.2790
H -1.4331 -2.8304 2.6606
H 0.9694 4.1511 0.0422
H -2.6752 1.5069 -1.8669
H 6.9118 3.4178 -2.9504
H -3.1238 0.4877 5.7853
H -3.4527 -0.1025 -0.0339
H -5.8142 1.3744 3.7280
H -2.1345 1.8961 0.5205
H -1.2171 0.5173 -2.0434
H -1.9327 -0.4879 1.8412
H 1.5123 0.8828 3.1460
H -1.5349 -1.2966 -3.0176
H -4.1507 -2.2573 0.2099
H 4.8515 -1.0137 -4.0038
H 3.4747 0.8746 -1.0400
H 2.6278 -2.4947 -2.7394
H 1.7511 -0.5373 -0.6484
H -6.9287 0.5187 4.7949
H -0.3365 2.7736 -1.7409
H 3.0387 3.6618 -3.9788
H 1.9890 -3.7553 0.4585
H 5.5142 2.0426 -1.5040
H -4.5012 -1.3227 5.9806
H 4.6179 2.5822 -6.0182
H 6.6640 2.7634 -4.5757
*
```


What is the energy in the fourth record? -57096.608 eV